Computed, not measured: a structure of composition C13H30ClO2P2V at a distorted geometry, with ωB97M-V with the def2-TZVPD basis set.

Geometry as ORCA input:
```
! wB97M-V def2-TZVPD RIJCOSX def2/J DEFGRID3
* xyz 2 3
C 2.348 3.282 -3.070
C 1.922 2.104 -2.258
H 1.484 3.572 -3.674
H 3.211 3.052 -3.706
H 2.653 4.108 -2.411
O 0.764 1.731 -2.125
Cl 3.182 1.315 -1.417
V -0.786 -0.827 0.756
P -0.133 -1.969 -1.213
C -1.671 -2.538 -2.041
C 0.775 -1.386 -2.677
H 0.891 -2.227 -3.377
H 0.980 -4.020 -1.844
H 1.756 -0.995 -2.391
H 1.692 -3.309 -0.362
H -2.203 -1.675 -2.461
H 0.223 -0.576 -3.161
C 0.756 -3.531 -0.888
H -1.399 -3.238 -2.841
H 0.151 -4.191 -0.258
H -2.334 -3.034 -1.322
P -0.334 1.243 1.740
C -1.873 2.045 2.359
C 0.698 1.145 3.247
H 1.494 2.514 0.800
H 0.300 3.560 1.639
H -0.047 2.899 0.004
C 0.429 2.701 0.968
H 1.688 0.768 2.968
H 0.801 2.148 3.683
H -1.621 3.044 2.739
H -2.322 1.447 3.162
H 0.260 0.470 3.989
H -2.596 2.138 1.537
C -2.283 -0.166 -0.153
O -3.167 0.333 -0.746
C -2.518 -2.019 2.928
C -1.036 -2.087 3.304
C -0.842 -3.036 4.505
C -0.246 -2.425 2.053
H -2.829 -3.000 2.538
H -2.762 -1.244 2.164
H -3.123 -1.802 3.816
H -0.705 -1.106 3.680
H -1.116 -4.059 4.250
H 0.187 -3.037 4.865
H -1.469 -2.736 5.348
H 0.841 -2.328 2.091
H -0.557 -3.366 1.585
*
```

Calculated values
Calculated total energy, eV: -74833.55127
Molecular weight, g mol⁻¹: 366.726
⟨S²⟩: 2.374

=====

Computed, not measured: a structure of composition C35H29KN4O2P2S3, with ωB97M-V with the def2-TZVPD basis set.

Geometry as ORCA input:
```
! wB97M-V def2-TZVPD RIJCOSX def2/J DEFGRID3
* xyz -2 1
K 0.399 -0.825 -1.606
S -0.001 2.508 0.006
P -0.760 1.085 1.186
C -0.113 -0.432 1.063
P -0.525 -1.966 1.528
S -0.266 -3.458 0.205
C -2.255 -2.136 2.181
C -3.282 -2.576 1.349
C -4.600 -2.607 1.793
C -4.910 -2.224 3.092
C -3.896 -1.787 3.932
C -2.586 -1.728 3.474
C 0.444 -2.547 3.006
C 0.028 -3.568 3.856
C 0.828 -3.988 4.911
C 2.070 -3.405 5.125
C 2.506 -2.395 4.275
C 1.695 -1.967 3.229
C -2.588 1.072 0.870
C -3.559 1.058 1.864
C -4.907 0.902 1.550
C -5.307 0.759 0.231
C -4.346 0.781 -0.777
C -3.007 0.939 -0.456
C -0.745 1.805 2.904
C -1.196 3.099 3.172
C -1.189 3.598 4.466
C -0.717 2.818 5.518
C -0.254 1.535 5.262
C -0.275 1.035 3.961
H -3.023 -2.904 0.349
H -5.387 -2.936 1.124
H -5.936 -2.253 3.441
H -4.129 -1.473 4.944
H -1.807 -1.362 4.133
H -0.932 -4.043 3.684
H 0.483 -4.779 5.569
H 2.694 -3.735 5.948
H 3.474 -1.934 4.433
H 1.999 -1.163 2.566
H -3.266 1.154 2.904
H -5.642 0.874 2.347
H -6.355 0.627 -0.014
H -4.643 0.677 -1.814
H -2.271 1.004 -1.248
H -1.538 3.710 2.345
H -1.546 4.604 4.661
H -0.708 3.211 6.529
H 0.123 0.918 6.071
H 0.085 0.037 3.747
N 2.874 4.314 -8.028
C 2.524 3.158 -7.297
C 1.453 3.187 -6.407
C 1.090 2.045 -5.712
C 1.791 0.863 -5.908
C 2.856 0.823 -6.793
C 3.217 1.966 -7.490
S 1.364 -0.569 -4.952
O 1.861 -1.711 -5.685
O -0.070 -0.496 -4.740
N 2.006 -0.362 -3.529
C 3.313 -0.505 -3.234
N 4.280 -0.542 -4.186
C 5.525 -0.697 -3.764
C 5.880 -0.811 -2.432
C 4.823 -0.737 -1.530
N 3.569 -0.584 -1.898
H 2.620 5.165 -7.549
H 3.851 4.336 -8.278
H 0.909 4.113 -6.252
H 0.266 2.060 -5.010
H 3.399 -0.105 -6.912
H 4.050 1.941 -8.186
H 6.285 -0.728 -4.542
H 6.904 -0.941 -2.114
H 4.999 -0.806 -0.459
*
```

Calculated values
Calculated total energy, eV: -114233.32400
Molecular weight, g mol⁻¹: 734.890
Relative energy (zero: lowest compared OMol25 entry of this formula, charge and spin), eV: 0.5101

=====

Computed, not measured: a cluster of 10 separate species, C12H47N3O10 in total at a distorted geometry, with ωB97M-V with the def2-TZVPD basis set.

Geometry as ORCA input:
```
! wB97M-V def2-TZVPD RIJCOSX def2/J DEFGRID3
* xyz 0 1
C 1.620 -1.136 5.281
C 0.662 0.039 5.059
C 1.413 1.333 5.335
O 0.581 2.462 5.177
C 0.189 3.052 6.391
N 0.109 0.029 3.679
H 2.612 -0.925 4.873
H 1.214 -2.030 4.807
H 1.733 -1.348 6.345
H -0.136 -0.049 5.804
H 2.247 1.418 4.628
H 1.811 1.303 6.360
H 1.058 3.274 7.017
H -0.530 2.427 6.940
H -0.336 3.978 6.153
H 0.274 0.971 3.327
H 0.822 -0.505 3.176
C -0.647 -1.902 -5.201
C -1.747 -2.273 -4.221
C -3.011 -1.495 -4.511
O -2.879 -0.105 -4.368
C -3.149 0.343 -3.064
N -1.992 -3.744 -4.233
H -0.370 -0.853 -5.066
H -0.992 -2.018 -6.233
H 0.229 -2.522 -5.038
H -1.383 -2.012 -3.221
H -3.830 -1.886 -3.883
H -3.312 -1.726 -5.545
H -3.156 1.429 -3.108
H -2.383 0.021 -2.350
H -4.124 -0.022 -2.723
H -2.331 -4.015 -3.314
H -2.772 -3.942 -4.859
C 1.146 -0.405 -1.719
C 2.625 -0.309 -2.156
C 3.202 -1.659 -2.506
O 2.472 -2.234 -3.576
C 2.973 -3.507 -3.939
N 2.821 0.738 -3.191
H 0.447 -0.059 -2.485
H 0.992 0.243 -0.854
H 0.857 -1.416 -1.442
H 3.133 0.006 -1.233
H 3.171 -2.307 -1.623
H 4.242 -1.527 -2.843
H 2.601 -3.759 -4.927
H 2.644 -4.279 -3.226
H 4.071 -3.527 -3.921
H 2.147 0.522 -3.928
H 3.713 0.521 -3.638
O -1.130 1.292 0.736
H -0.219 1.483 1.008
H -1.479 2.142 0.444
O 1.707 3.070 -0.832
H 1.919 2.237 -1.280
H 1.787 3.737 -1.519
O -1.327 3.897 2.513
H -1.076 4.737 2.908
H -1.344 3.273 3.246
O -3.132 0.122 2.485
H -2.643 0.376 3.275
H -2.482 0.228 1.771
O 1.410 1.996 1.677
H 1.526 2.504 0.846
H 1.745 2.575 2.369
O -0.357 -1.633 1.144
H -0.535 -1.317 2.041
H -0.769 -0.970 0.577
O -4.748 2.117 1.143
H -5.536 1.953 1.669
H -4.067 1.571 1.569
*
```

Calculated values
Structure (SMILES): COC[C@H](C)N.COC[C@H](C)N.COC[C@H](C)N.O.O.O.O.O.O.O
Calculated total energy, eV: -38150.88470
Molecular weight, g mol⁻¹: 393.519
Relative energy (zero: lowest compared OMol25 entry of this formula, charge and spin), eV: 0.5427

=====

Computed, not measured: a cluster of 2 separate species, C6H10O in total, with ωB97M-V with the def2-TZVPD basis set.

Geometry as ORCA input:
```
! wB97M-V def2-TZVPD RIJCOSX def2/J DEFGRID3
* xyz 0 1
C -2.218 -0.167 0.212
C -0.996 0.526 -0.278
C -0.144 1.284 0.526
C 1.132 -0.365 0.053
C 2.364 0.227 -0.426
O 2.135 -0.204 0.947
C 0.287 -1.438 -0.278
H -2.064 -0.575 1.212
H -2.984 0.624 0.274
H -2.557 -0.943 -0.475
H -1.029 0.770 -1.344
H 0.190 2.253 0.158
H -0.213 1.159 1.605
H 3.034 -0.411 -1.004
H 2.460 1.300 -0.542
H 0.033 -2.092 0.561
H 0.568 -1.947 -1.202
*
```

Calculated values
Structure (SMILES): C=C1CO1.C=CC
Calculated total energy, eV: -8425.32398
Molecular weight, g mol⁻¹: 98.145
Relative energy (zero: lowest compared OMol25 entry of this formula, charge and spin), eV: 5.9164

=====

Computed, not measured: a structure of composition C38H37N3OSSbSeTi, with ωB97M-V with the def2-TZVPD basis set.

Geometry as ORCA input:
```
! wB97M-V def2-TZVPD RIJCOSX def2/J DEFGRID3
* xyz 2 2
Ti 0.493 0.033 -0.604
C -0.394 3.383 -0.350
C -1.248 2.603 -1.303
C -2.150 3.240 -2.154
C -2.925 2.485 -3.005
C -2.816 1.094 -2.971
C -1.918 0.518 -2.102
N -1.146 1.272 -1.293
Sb -2.100 -1.633 -1.863
C -2.117 -1.328 0.278
C -3.144 -1.826 1.053
C -3.122 -1.600 2.426
C -2.072 -0.892 2.972
C -1.060 -0.419 2.142
C 0.099 0.352 2.701
N -1.096 -0.634 0.820
C -0.132 -2.556 -1.664
C 0.017 -3.786 -2.273
C 1.122 -4.568 -1.944
C 1.993 -4.129 -0.969
C 1.786 -2.890 -0.369
C 2.622 -2.437 0.791
N 0.767 -2.110 -0.763
H -0.113 4.342 -0.781
H 0.517 2.839 -0.094
H -0.944 3.580 0.573
H -2.216 4.319 -2.145
H -3.615 2.959 -3.691
H -3.429 0.482 -3.620
H -3.954 -2.383 0.602
H -3.918 -1.977 3.054
H -2.019 -0.701 4.035
H -0.220 1.337 3.046
H 0.889 0.487 1.959
H 0.534 -0.168 3.554
H -0.708 -4.137 -2.995
H 1.272 -5.525 -2.425
H 2.826 -4.740 -0.650
H 3.627 -2.852 0.741
H 2.167 -2.798 1.717
H 2.686 -1.352 0.860
Se 1.206 -0.019 -3.071
C 0.713 1.692 -3.812
C -0.098 1.724 -4.944
C -0.421 2.936 -5.536
C 0.060 4.127 -5.009
C 0.880 4.099 -3.892
C 1.209 2.887 -3.299
H -0.459 0.796 -5.372
H -1.041 2.947 -6.424
H -0.183 5.068 -5.483
H 1.287 5.020 -3.493
H 1.878 2.875 -2.450
O 2.182 0.828 -0.059
S 3.433 1.261 -0.896
C 4.329 -0.258 -1.285
C 5.460 0.112 -2.208
C 6.770 -0.238 -1.892
C 7.804 0.089 -2.755
C 7.536 0.777 -3.931
C 6.232 1.123 -4.253
C 5.194 0.789 -3.397
C 4.487 1.995 0.392
C 4.689 1.125 1.594
C 3.723 1.080 2.596
C 3.897 0.257 3.698
C 5.040 -0.523 3.811
C 6.018 -0.463 2.828
C 5.845 0.361 1.726
H 3.583 -0.888 -1.772
H 4.671 -0.710 -0.355
H 6.976 -0.790 -0.983
H 8.819 -0.196 -2.512
H 8.345 1.034 -4.602
H 6.021 1.646 -5.176
H 4.172 1.037 -3.666
H 3.979 2.932 0.625
H 5.417 2.239 -0.125
H 2.851 1.718 2.525
H 3.156 0.243 4.487
H 5.181 -1.155 4.678
H 6.925 -1.044 2.930
H 6.623 0.431 0.975
*
```

Calculated values
Calculated total energy, eV: -152348.08676
Molecular weight, g mol⁻¹: 832.388
⟨S²⟩: 0.756

=====

Computed, not measured: a cluster of 2 separate species, C4H9O in total, with ωB97M-V with the def2-TZVPD basis set.

Geometry as ORCA input:
```
! wB97M-V def2-TZVPD RIJCOSX def2/J DEFGRID3
* xyz -1 1
C -1.087 -0.198 -0.099
O -1.658 0.421 -1.104
C 0.068 -1.256 -0.373
C 0.341 0.070 0.312
C 0.695 -0.012 1.755
H -1.694 -0.517 0.765
H 5.616 4.502 -3.127
H 0.259 -1.270 -1.433
H 0.196 -2.148 0.221
H 5.519 4.181 -2.439
H 0.826 0.858 -0.250
H 0.053 -0.724 2.288
H 0.599 0.941 2.274
H 1.718 -0.384 1.940
*
```

Calculated values
Calculated total energy, eV: -6339.28355
Molecular weight, g mol⁻¹: 73.115
Relative energy (zero: lowest compared OMol25 entry of this formula, charge and spin), eV: 1.4851

=====

Computed, not measured: an isolated molecule of C4H7NO, with ωB97M-V with the def2-TZVPD basis set.

Geometry as ORCA input:
```
! wB97M-V def2-TZVPD RIJCOSX def2/J DEFGRID3
* xyz 0 1
O -1.563 -1.394 -0.775
C -0.712 -0.282 -0.691
C -0.824 0.795 0.445
C 0.701 0.829 0.455
N 1.088 -0.471 1.009
C 0.796 -0.353 -0.438
H -1.193 -2.142 -0.295
H -0.850 0.229 -1.648
H -1.215 0.430 1.399
H -1.336 1.714 0.152
H 1.356 1.694 0.478
H 2.105 -0.478 1.104
H 1.570 -0.612 -1.154
*
```

Calculated values
Structure (SMILES): O[C@H]1C[C@H]2N[C@@H]12
Calculated total energy, eV: -7796.82089
Molecular weight, g mol⁻¹: 85.106
Relative energy (zero: lowest compared OMol25 entry of this formula, charge and spin), eV: 2.8235

=====

Computed, not measured: a cluster of 2 separate species, ClFH2Si in total at a distorted geometry, with ωB97M-V with the def2-TZVPD basis set.

Geometry as ORCA input:
```
! wB97M-V def2-TZVPD RIJCOSX def2/J DEFGRID3
* xyz 0 1
F -0.001 0.832 -1.512
Si 0.096 0.377 -0.023
Cl -0.892 -2.330 0.287
H -0.432 1.370 0.944
H 1.230 -0.248 0.304
*
```

Calculated values
Calculated total energy, eV: -23150.01755
Molecular weight, g mol⁻¹: 84.553
Relative energy (zero: lowest compared OMol25 entry of this formula, charge and spin), eV: 2.7817

=====

Computed, not measured: a cluster of 3 separate species, C18H23F3N2O4S in total, with ωB97M-V with the def2-TZVPD basis set.

Geometry as ORCA input:
```
! wB97M-V def2-TZVPD RIJCOSX def2/J DEFGRID3
* xyz 0 1
O 2.656 0.395 4.284
S 1.800 0.272 3.123
O 2.819 -0.166 1.902
C 2.103 -0.694 0.770
C 1.830 0.378 -0.295
C 1.652 1.813 0.224
C 0.783 2.039 1.463
C -0.572 1.316 1.455
C -1.507 1.866 0.363
O -2.222 0.820 -0.285
C -3.383 0.424 0.404
C -3.700 -1.018 0.047
F -4.366 -1.104 -1.123
F -2.602 -1.771 -0.068
F -4.480 -1.583 0.984
O 1.539 1.814 2.681
H 1.180 -1.187 1.104
H 2.734 -1.478 0.339
H 2.698 0.402 -0.966
H 0.977 0.049 -0.899
H 1.220 2.413 -0.588
H 2.633 2.255 0.428
H 0.568 3.115 1.516
H -0.473 0.238 1.300
H -1.023 1.473 2.444
H -0.939 2.361 -0.431
H -2.208 2.601 0.777
H -4.240 1.042 0.100
H -3.260 0.484 1.493
N 6.849 -0.983 1.632
C 5.997 -0.697 2.618
C 6.397 -0.276 3.878
C 7.753 -0.146 4.131
C 8.650 -0.441 3.117
C 8.149 -0.852 1.891
H 4.944 -0.802 2.389
H 5.656 -0.052 4.633
H 8.105 0.180 5.102
H 9.718 -0.355 3.269
H 8.821 -1.090 1.074
N -7.304 -1.493 -6.549
C -8.066 -1.143 -5.516
C -7.567 -0.865 -4.252
C -6.199 -0.955 -4.049
C -5.392 -1.320 -5.115
C -5.992 -1.576 -6.339
H -9.131 -1.085 -5.713
H -8.236 -0.585 -3.450
H -5.769 -0.748 -3.079
H -4.320 -1.405 -5.002
H -5.393 -1.862 -7.196
*
```

Calculated values
Calculated total energy, eV: -49195.71392
Molecular weight, g mol⁻¹: 420.453
Relative energy (zero: lowest compared OMol25 entry of this formula, charge and spin), eV: 0.0905

=====

Computed, not measured: an isolated molecule of C20H24N2O4 at a distorted geometry, with ωB97M-V with the def2-TZVPD basis set.

Geometry as ORCA input:
```
! wB97M-V def2-TZVPD RIJCOSX def2/J DEFGRID3
* xyz 0 1
C -4.736 -0.824 -2.334
H -5.359 -0.047 -2.213
H -5.136 -1.691 -2.546
H -4.174 -0.623 -3.354
O -3.872 -1.095 -1.465
C -2.694 -0.622 -1.433
O -2.248 -0.293 -2.360
C -1.883 -0.567 -0.299
N -0.513 -0.749 -0.548
C 0.235 -1.939 -0.004
O -0.335 -2.434 0.860
N 1.323 -1.982 -0.669
H 1.844 -1.475 -1.176
C 2.412 -2.851 0.119
H 1.841 -3.836 0.304
H 3.062 -3.268 -0.537
C 3.114 -2.412 1.329
C 3.671 -1.009 0.933
C 5.109 -0.806 0.298
C 5.540 0.317 0.032
C 4.783 1.442 -0.147
C 3.404 1.507 0.587
C 2.969 0.343 0.934
H 1.900 0.270 1.432
H 2.957 2.501 0.210
O 5.360 2.688 -0.481
C 6.604 2.586 -0.954
H 6.784 2.318 -1.878
H 7.246 2.452 -0.076
H 6.765 3.781 -1.138
H 6.595 0.371 -0.502
H 5.561 -1.844 0.205
H 3.861 -2.888 1.704
H 2.301 -2.193 2.019
H -0.177 -0.405 -1.305
H -2.168 -1.226 0.469
C -2.061 0.748 0.411
C -3.550 1.020 1.075
C -4.258 1.949 0.031
C -5.712 2.238 0.292
C -6.197 1.333 1.338
C -5.734 0.580 2.216
C -4.338 0.261 1.823
H -3.759 -0.543 2.442
H -6.227 0.022 2.673
H -7.180 1.504 1.308
H -6.040 2.708 -0.386
H -3.581 2.303 -0.718
H -1.617 1.642 -0.106
H -1.690 0.736 1.584
*
```

Calculated values
Structure (SMILES): COC(=O)[C@H](Cc1ccccc1)NC(=O)NCCc1ccc(OC)cc1
Calculated total energy, eV: -32282.05331
Molecular weight, g mol⁻¹: 356.422
Relative energy (zero: lowest compared OMol25 entry of this formula, charge and spin), eV: 19.7201